{
  "formula": "C51H37N6OP2S4Tl",
  "method": "ωB97M-V with the def2-TZVPD basis set",
  "e_above_lowest_ev": 0.2526,
  "charge": -2,
  "largest_force_ev_per_a": 1.50,
  "homo_lumo_gap_ev": 4.3,
  "spin_multiplicity": 1,
  "elements": ["Tl", "O", "S", "C", "C", "C", "C", "C", "C", "P", "C", "C", "C", "C", "C", "C", "C", "C", "C", "C", "C", "C", "C", "C", "C", "C", "C", "C", "P", "C", "C", "C", "C", "C", "C", "C", "C", "C", "C", "C", "C", "H", "H", "H", "H", "H", "H", "H", "H", "H", "H", "H", "H", "H", "H", "H", "H", "H", "H", "H", "H", "H", "H", "H", "H", "H", "H", "H", "H", "N", "C", "S", "N", "N", "C", "C", "C", "C", "C", "C", "N", "H", "H", "H", "H", "H", "H", "H", "S", "C", "C", "C", "C", "N", "C", "C", "C", "S", "C", "N", "H", "H"],
  "xyz": [[-0.00760, -0.22490, -0.72050], [2.91010, 2.04670, 1.28690], [1.60340, 1.45670, 1.59640], [0.66350, 2.88540, 2.22140], [1.42780, 3.96010, 2.64600], [0.82510, 5.07880, 3.18300], [-0.55730, 5.12590, 3.27860], [-1.31980, 4.07880, 2.79980], [-0.72430, 2.94060, 2.25630], [-1.74090, 1.54420, 1.57480], [-2.41980, 1.00550, 3.19360], [-3.61100, 0.27640, 3.21350], [-4.10630, -0.24740, 4.39070], [-3.42230, -0.05720, 5.58040], [-2.22770, 0.64020, 5.56870], [-1.72140, 1.15070, 4.38820], [-3.13690, 2.61860, 1.01370], [-4.30410, 2.87570, 1.72990], [-5.25660, 3.74850, 1.23340], [-5.05810, 4.38950, 0.02230], [-3.89650, 4.14680, -0.69280], [-2.94820, 3.26850, -0.20250], [1.96260, 0.69810, 3.23790], [2.23460, 1.44180, 4.36700], [2.71320, 0.82750, 5.51340], [2.92560, -0.54400, 5.51880], [2.65740, -1.29190, 4.39030], [2.18970, -0.68530, 3.22170], [1.58600, -1.60060, 1.75600], [1.89350, -3.33190, 2.32860], [0.80120, -4.13510, 2.63060], [0.98060, -5.45640, 3.00600], [2.25680, -5.98560, 3.09790], [3.35250, -5.19170, 2.79620], [3.17340, -3.87920, 2.40370], [2.99060, -1.58060, 0.57970], [4.10400, -0.75580, 0.65460], [5.12140, -0.90820, -0.27410], [5.03350, -1.86840, -1.26790], [3.90170, -2.66170, -1.36730], [2.88020, -2.51280, -0.45180], [2.49990, 3.89090, 2.53650], [1.42510, 5.90520, 3.53630], [-1.04220, 5.98740, 3.71620], [-2.39760, 4.14290, 2.85230], [-4.13660, 0.11140, 2.28330], [-5.01750, -0.82800, 4.37430], [-3.81320, -0.46180, 6.50460], [-1.67220, 0.77340, 6.48610], [-0.76560, 1.65500, 4.39260], [-4.47530, 2.40780, 2.68960], [-6.15480, 3.94020, 1.81000], [-5.80490, 5.07870, -0.34830], [-3.72870, 4.63450, -1.64200], [-2.04720, 3.07520, -0.76960], [2.06320, 2.50720, 4.36600], [2.92470, 1.42020, 6.39120], [3.30540, -1.02540, 6.41090], [2.83070, -2.35830, 4.41090], [-0.19320, -3.72080, 2.54680], [0.12080, -6.08030, 3.20920], [2.40330, -7.01720, 3.38860], [4.35190, -5.60220, 2.85510], [4.02880, -3.27100, 2.14090], [4.16340, 0.01920, 1.40640], [5.98850, -0.26260, -0.21750], [5.83690, -1.98700, -1.98360], [3.80360, -3.37860, -2.17080], [1.98360, -3.11530, -0.53140], [-1.96660, 2.03560, -4.37200], [-1.75880, 1.56450, -3.10670], [-0.46170, 2.27320, -2.25310], [-2.64480, 0.68940, -2.67550], [-2.46290, 0.17930, -1.45500], [-3.33230, -0.69460, -1.05080], [-3.15420, -1.38910, 0.17930], [-4.01330, -2.44500, 0.54480], [-3.76970, -3.15100, 1.69920], [-2.67450, -2.79880, 2.48890], [-1.90280, -1.73180, 2.08100], [-2.11920, -1.03610, 0.97460], [-1.16410, 2.47020, -4.79990], [-2.54020, 1.46270, -4.97380], [-4.18440, -0.95920, -1.68050], [-4.85030, -2.69420, -0.09020], [-4.40570, -3.97780, 1.98920], [-2.45120, -3.32190, 3.40830], [-1.06300, -1.40320, 2.68600], [-0.35990, -2.29520, -2.76180], [0.03900, -1.17910, -4.01970], [-0.75120, -1.19600, -5.16570], [-0.54700, -0.31630, -6.23070], [-1.37670, -0.35850, -7.35300], [-2.07870, -0.41350, -8.26820], [0.52540, 0.60850, -6.15710], [1.36130, 0.57660, -5.04430], [1.15080, -0.28240, -3.96750], [2.27960, -0.22210, -2.67540], [0.72960, 1.55530, -7.16540], [0.89130, 2.36680, -7.97090], [-1.55380, -1.92070, -5.22530], [2.20420, 1.25190, -4.99680]],
  "forces_ev_per_a": [[0.513, -0.204, -0.585], [1.160, 0.452, -0.666], [-0.391, 0.490, 1.359], [-0.356, -0.105, -0.093], [0.302, 0.166, -0.066], [0.023, -0.038, 0.050], [-0.108, 0.054, 0.027], [0.127, 0.138, 0.105], [-0.082, -0.059, -0.063], [0.105, 0.934, 0.350], [-0.005, -0.201, -0.046], [0.083, 0.129, 0.043], [-0.126, -0.028, 0.022], [-0.069, -0.035, 0.069], [0.084, -0.120, 0.270], [0.016, 0.073, -0.192], [-0.190, -0.132, 0.001], [0.055, -0.129, 0.048], [-0.177, 0.109, 0.096], [-0.043, 0.056, 0.015], [-0.111, 0.106, -0.020], [-0.003, -0.118, 0.102], [-0.100, -0.522, -0.311], [0.022, 0.263, 0.237], [0.008, -0.101, -0.110], [0.034, 0.239, 0.212], [0.055, -0.046, -0.250], [-0.225, 0.269, 0.217], [0.353, -0.895, -0.019], [-0.084, 0.073, 0.017], [0.075, 0.155, -0.025], [-0.025, -0.227, 0.092], [-0.083, -0.076, 0.019], [0.154, -0.015, 0.024], [-0.017, -0.014, 0.060], [-0.166, 0.117, -0.006], [-0.142, -0.078, 0.048], [0.215, 0.065, -0.010], [0.101, -0.072, 0.040], [0.072, -0.157, 0.065], [0.038, 0.033, 0.176], [0.118, 0.042, -0.039], [0.077, 0.072, -0.016], [-0.051, 0.093, 0.005], [-0.028, -0.005, -0.030], [-0.114, -0.061, -0.022], [-0.116, -0.026, -0.001], [0.002, -0.025, 0.050], [0.069, 0.013, 0.097], [0.037, 0.098, 0.063], [-0.019, 0.044, -0.015], [-0.013, -0.009, -0.012], [-0.040, 0.029, -0.087], [0.051, 0.022, -0.101], [0.059, -0.014, -0.108], [0.021, 0.050, 0.045], [-0.012, 0.050, 0.103], [-0.007, -0.055, 0.024], [-0.044, -0.026, -0.010], [-0.074, -0.034, -0.032], [-0.064, -0.028, 0.040], [-0.028, -0.068, 0.010], [0.055, -0.031, -0.004], [0.040, 0.012, -0.014], [0.099, -0.045, 0.020], [0.028, 0.032, -0.030], [-0.003, 0.068, -0.045], [-0.050, 0.034, -0.034], [-0.046, -0.010, -0.148], [-0.220, -0.153, -0.141], [0.436, 0.736, 0.436], [0.379, 0.046, -0.038], [-1.103, -0.690, -0.229], [-0.305, 0.121, -0.030], [-0.106, 0.773, -1.079], [0.325, -0.475, 0.941], [0.049, 0.210, -0.110], [0.229, -0.002, 0.182], [-0.237, -0.227, -0.051], [0.081, -0.196, 0.030], [-0.628, -0.758, -0.352], [-0.053, -0.050, 0.053], [0.039, -0.077, 0.051], [0.123, 0.016, -0.044], [-0.048, -0.024, -0.121], [-0.070, -0.001, -0.011], [0.021, -0.013, 0.054], [-0.025, 0.038, 0.022], [-0.031, -0.350, 0.399], [-0.009, -0.149, -0.149], [0.008, 0.272, -0.405], [0.949, 0.166, 0.942], [-0.844, -0.101, -0.968], [0.018, 0.019, -0.004], [-0.312, -1.123, 0.905], [-0.310, 0.263, -0.547], [0.311, -0.098, 0.099], [0.116, 0.068, 0.016], [0.219, 0.957, -0.952], [0.011, -0.112, 0.037], [-0.018, 0.082, 0.025], [-0.037, 0.060, 0.030]],
  "lowdin_charge": [0.375, -0.480, 0.867, -0.356, -0.107, -0.080, -0.078, -0.072, -0.340, 1.121, -0.354, -0.140, -0.090, -0.105, -0.091, -0.077, -0.343, -0.112, -0.105, -0.105, -0.069, -0.111, -0.331, -0.076, -0.081, -0.087, -0.070, -0.342, 1.030, -0.362, -0.079, -0.091, -0.106, -0.090, -0.099, -0.424, -0.094, -0.090, -0.115, -0.126, -0.169, 0.106, 0.098, 0.097, 0.102, 0.110, 0.101, 0.091, 0.095, 0.093, 0.089, 0.092, 0.090, 0.105, -0.012, 0.095, 0.096, 0.097, 0.093, 0.070, 0.096, 0.091, 0.097, 0.113, 0.086, 0.097, 0.095, 0.108, 0.100, 0.072, -0.888, 0.550, -0.012, -0.103, -0.140, -0.287, -0.029, -0.082, -0.093, -0.222, -0.043, 0.062, 0.085, 0.116, 0.103, 0.096, 0.099, 0.085, 0.433, -0.769, -0.100, -0.244, -0.237, 0.119, -0.240, -0.101, -0.780, 0.521, -0.229, 0.124, 0.098, 0.099]
}



{
  "formula": "C51H37N6OP2S4Tl",
  "method": "ωB97M-V with the def2-TZVPD basis set",
  "e_above_lowest_ev": 0.0000,
  "charge": -2,
  "largest_force_ev_per_a": 1.55,
  "homo_lumo_gap_ev": 4.7,
  "spin_multiplicity": 1,
  "elements": ["Tl", "O", "S", "C", "C", "C", "C", "C", "C", "P", "C", "C", "C", "C", "C", "C", "C", "C", "C", "C", "C", "C", "C", "C", "C", "C", "C", "C", "P", "C", "C", "C", "C", "C", "C", "C", "C", "C", "C", "C", "C", "H", "H", "H", "H", "H", "H", "H", "H", "H", "H", "H", "H", "H", "H", "H", "H", "H", "H", "H", "H", "H", "H", "H", "H", "H", "H", "H", "H", "N", "C", "S", "N", "N", "C", "C", "C", "C", "C", "C", "N", "H", "H", "H", "H", "H", "H", "H", "S", "C", "C", "C", "C", "N", "C", "C", "C", "S", "C", "N", "H", "H"],
  "xyz": [[2.20083, 0.23607, -0.01104], [0.80214, -4.01438, 0.99632], [0.13535, -2.68953, 0.89283], [-0.23071, -2.25850, 2.62079], [-0.02151, -3.24365, 3.57628], [-0.32036, -3.00363, 4.90408], [-0.83473, -1.77274, 5.27919], [-0.98693, -0.77066, 4.33972], [-0.65402, -0.98360, 2.99985], [-0.65091, 0.44740, 1.82744], [0.64250, 1.45982, 2.65143], [0.74017, 2.81367, 2.31972], [1.73208, 3.60406, 2.87004], [2.65938, 3.04748, 3.74044], [2.59142, 1.69937, 4.04497], [1.59595, 0.90282, 3.49909], [-2.17514, 1.24155, 2.52932], [-3.38481, 0.69228, 2.10186], [-4.59323, 1.22874, 2.51231], [-4.61080, 2.33973, 3.34366], [-3.41612, 2.89263, 3.78014], [-2.20464, 2.34241, 3.38302], [-1.63014, -3.21413, 0.60287], [-2.10976, -4.20701, 1.45462], [-3.31479, -4.82757, 1.20293], [-4.02882, -4.48364, 0.06716], [-3.54711, -3.51804, -0.79114], [-2.34700, -2.83707, -0.55285], [-1.59909, -1.47427, -1.64177], [-1.86660, -2.40400, -3.22238], [-2.23405, -1.71766, -4.38237], [-2.36183, -2.37940, -5.59269], [-2.12895, -3.74527, -5.67003], [-1.75820, -4.43688, -4.52710], [-1.62519, -3.77309, -3.31667], [-3.18353, -0.48435, -1.74982], [-4.35396, -0.91731, -2.37949], [-5.52210, -0.17671, -2.30834], [-5.54268, 1.03831, -1.63693], [-4.37452, 1.51497, -1.06905], [-3.21213, 0.75823, -1.12711], [0.39744, -4.18811, 3.25170], [-0.14916, -3.77037, 5.64879], [-1.08711, -1.57834, 6.31458], [-1.33020, 0.20750, 4.64866], [0.02938, 3.24923, 1.62774], [1.79995, 4.64976, 2.59977], [3.44085, 3.66488, 4.16591], [3.33041, 1.23836, 4.68531], [1.58872, -0.15368, 3.72601], [-3.36365, -0.16441, 1.43780], [-5.52381, 0.78483, 2.17984], [-5.55434, 2.77776, 3.64553], [-3.42719, 3.75215, 4.44006], [-1.27930, 2.76804, 3.74775], [-1.51696, -4.50162, 2.30892], [-3.69068, -5.58977, 1.87439], [-4.96699, -4.97833, -0.15747], [-4.10768, -3.30505, -1.68771], [-2.43230, -0.65520, -4.32869], [-2.64422, -1.82087, -6.47708], [-2.23460, -4.26259, -6.61576], [-1.55839, -5.50030, -4.58424], [-1.31808, -4.32288, -2.43533], [-4.35757, -1.82974, -2.95713], [-6.42057, -0.54924, -2.78741], [-6.46078, 1.61040, -1.57486], [-4.36408, 2.47806, -0.57380], [-2.29798, 1.13676, -0.69533], [0.21247, 4.57279, -1.79913], [0.84599, 3.33312, -1.76175], [2.14963, 3.20568, -0.64030], [0.32518, 2.43341, -2.55219], [0.87925, 1.25243, -2.89402], [1.93583, 1.28492, -3.64102], [2.61261, 0.08247, -4.11378], [3.50059, 0.15349, -5.19511], [4.09724, -0.99826, -5.65591], [3.82825, -2.20005, -5.01203], [2.98745, -2.17859, -3.91701], [2.37124, -1.08088, -3.48541], [0.39142, 5.12142, -0.97364], [-0.75554, 4.54226, -2.08708], [2.34748, 2.24710, -3.94481], [3.71154, 1.11464, -5.64506], [4.77600, -0.96371, -6.49921], [4.28575, -3.12448, -5.33760], [2.79476, -3.08115, -3.34674], [4.81828, 0.54535, -1.15027], [5.29111, 1.53789, 0.18823], [5.98854, 2.72206, -0.06882], [6.44407, 3.55792, 0.94488], [7.18749, 4.73342, 0.65667], [7.81567, 5.67611, 0.44031], [6.21684, 3.19386, 2.28997], [5.55212, 2.00211, 2.55672], [5.06842, 1.16336, 1.54596], [4.29266, -0.31180, 2.02501], [6.65738, 4.01941, 3.35731], [6.99054, 4.68294, 4.24006], [6.18059, 2.99443, -1.09760], [5.42256, 1.69263, 3.58412]],
  "forces_ev_per_a": [[0.456, -0.114, -0.506], [0.350, -0.014, -0.198], [-1.119, -0.583, 0.526], [0.268, 0.677, 0.305], [0.234, -0.148, -0.099], [-0.018, -0.050, -0.003], [-0.083, 0.109, 0.136], [0.093, -0.166, -0.072], [0.027, -0.156, -0.067], [-0.348, 0.251, 0.490], [0.031, -0.160, -0.108], [-0.115, -0.041, 0.008], [-0.047, 0.056, 0.035], [-0.043, 0.024, 0.120], [-0.028, -0.003, 0.143], [-0.108, 0.159, 0.032], [-0.027, 0.042, -0.281], [0.081, 0.061, 0.123], [-0.072, -0.077, 0.031], [-0.054, 0.065, 0.024], [-0.048, -0.034, 0.022], [-0.035, -0.025, -0.004], [-0.089, 0.171, -0.794], [0.065, 0.005, 0.019], [0.094, -0.027, 0.129], [-0.179, 0.003, -0.127], [0.084, 0.235, -0.206], [0.957, 0.109, 0.958], [-1.381, -0.671, -0.214], [0.290, 0.100, -0.206], [0.194, -0.042, 0.054], [-0.037, 0.045, -0.014], [-0.031, 0.026, -0.008], [0.028, -0.093, -0.094], [0.151, 0.097, 0.029], [0.118, 0.189, 0.009], [-0.103, 0.064, 0.023], [-0.008, -0.097, -0.064], [0.028, 0.049, 0.025], [-0.103, 0.113, 0.019], [0.224, -0.026, -0.071], [0.045, 0.003, 0.003], [0.008, -0.043, -0.020], [0.020, -0.004, 0.012], [0.007, -0.013, 0.020], [0.070, 0.005, -0.071], [0.006, -0.017, -0.061], [0.039, -0.016, -0.031], [0.040, 0.017, -0.025], [0.045, 0.000, -0.012], [-0.079, -0.033, -0.019], [0.003, 0.004, -0.050], [-0.018, -0.012, 0.023], [0.021, 0.003, -0.011], [0.007, 0.021, -0.045], [-0.088, -0.044, -0.067], [0.038, 0.001, 0.025], [0.019, 0.010, -0.015], [-0.025, 0.016, 0.008], [0.078, 0.048, -0.051], [0.001, -0.018, -0.005], [0.023, -0.015, 0.007], [-0.009, -0.001, 0.044], [-0.009, -0.044, -0.016], [-0.022, -0.009, 0.008], [0.014, 0.007, -0.009], [0.024, 0.031, -0.014], [0.032, -0.025, 0.032], [0.137, 0.099, 0.109], [-0.273, 0.320, 0.056], [0.005, -1.058, -0.397], [0.227, 0.012, -0.148], [-0.395, 1.048, -0.140], [1.160, -0.464, -0.178], [-0.918, 0.613, 0.860], [-0.006, -0.836, 0.129], [-0.155, 0.226, 0.199], [0.024, -0.175, 0.012], [0.253, 0.020, -0.215], [-0.299, 0.334, 0.115], [0.045, 0.114, -0.043], [-0.058, -0.054, 0.051], [0.062, -0.066, -0.082], [0.073, 0.040, -0.033], [-0.014, 0.019, -0.029], [0.014, -0.006, -0.009], [0.030, -0.025, 0.024], [-0.031, -0.032, -0.017], [-0.273, -0.138, -0.161], [0.225, -0.074, -0.177], [0.038, 0.251, 0.152], [-0.170, -0.387, 0.350], [0.232, 0.380, -0.184], [-0.054, -0.036, -0.033], [-0.092, -0.249, -0.534], [0.126, 0.214, -0.098], [0.144, -0.097, 0.368], [-0.057, -0.186, -0.096], [0.088, 0.228, 0.359], [0.006, -0.035, 0.000], [-0.047, -0.011, -0.013], [-0.032, 0.016, 0.018]],
  "lowdin_charge": [0.365, -0.509, 0.881, -0.373, -0.103, -0.075, -0.077, -0.083, -0.355, 1.045, -0.444, -0.184, -0.097, -0.081, -0.119, -0.141, -0.365, -0.119, -0.097, -0.110, -0.092, -0.092, -0.324, -0.078, -0.080, -0.086, -0.097, -0.338, 1.157, -0.381, -0.106, -0.091, -0.108, -0.094, -0.094, -0.353, -0.122, -0.090, -0.100, -0.090, -0.111, 0.105, 0.100, 0.100, 0.105, 0.096, 0.102, 0.102, 0.096, 0.097, 0.096, 0.100, 0.091, 0.096, 0.097, 0.092, 0.100, 0.099, 0.087, 0.111, 0.098, 0.092, 0.096, 0.108, 0.088, 0.096, 0.094, 0.107, 0.081, 0.004, -0.941, 0.486, -0.065, -0.024, -0.143, -0.285, -0.038, -0.092, -0.090, -0.145, 0.125, 0.036, 0.061, 0.120, 0.105, 0.095, 0.088, 0.104, 0.405, -0.784, -0.088, -0.214, -0.213, 0.121, -0.220, -0.105, -0.752, 0.436, -0.219, 0.121, 0.102, 0.091]
}